C43H98BO18 | the ωB97M-V functional and the def2-TZVPD basis

```
! wB97M-V def2-TZVPD RIJCOSX def2/J DEFGRID3
* xyz -1 1
C -0.19 -2.41 0.37
O -1.58 -2.48 0.60
C -2.16 -1.46 1.38
C -2.73 -0.29 0.57
C -1.94 0.05 -0.69
C -2.28 1.43 -1.26
C -3.77 1.73 -1.45
C -4.57 0.62 -2.16
C -5.89 0.29 -1.47
C -6.59 -1.01 -1.88
C -5.69 -2.24 -1.97
C -4.98 -2.43 -3.32
C -3.60 -3.09 -3.18
C -3.19 -3.95 -4.38
O -2.58 -3.05 -5.26
B -1.90 -2.03 -4.42
O -2.58 -2.13 -3.08
H 0.00 -2.56 -0.69
H 0.22 -1.44 0.65
H 0.32 -3.19 0.95
H -1.45 -1.07 2.13
H -2.96 -1.94 1.95
H -3.77 -0.52 0.30
H -2.77 0.59 1.23
H -0.87 0.04 -0.48
H -2.11 -0.72 -1.44
H -1.77 1.54 -2.22
H -1.86 2.18 -0.58
H -4.23 1.96 -0.49
H -3.84 2.65 -2.05
H -3.94 -0.26 -2.28
H -4.80 0.95 -3.18
H -6.58 1.12 -1.65
H -5.74 0.27 -0.38
H -7.36 -1.20 -1.12
H -7.12 -0.87 -2.82
H -4.94 -2.21 -1.18
H -6.31 -3.13 -1.79
H -4.81 -1.46 -3.79
H -5.61 -3.01 -4.00
H -3.59 -3.71 -2.27
H -4.03 -4.45 -4.87
H -2.48 -4.72 -4.04
H -2.01 -0.89 -4.91
H -0.68 -2.26 -4.26
C -0.17 -4.43 -6.85
O -0.67 -5.53 -7.59
C -2.01 -5.34 -7.98
C -2.31 -6.08 -9.27
O -1.75 -5.47 -10.43
C -0.38 -5.69 -10.68
C -0.09 -7.01 -11.35
O -0.16 -8.09 -10.44
C -0.40 -9.33 -11.07
H -0.72 -4.30 -5.91
H 0.88 -4.62 -6.65
H -0.26 -3.50 -7.42
H -2.23 -4.28 -8.11
H -2.68 -5.73 -7.20
H -3.39 -6.05 -9.43
H -2.01 -7.13 -9.20
H 0.22 -5.58 -9.77
H -0.09 -4.91 -11.38
H 0.92 -6.97 -11.79
H -0.80 -7.16 -12.17
H -1.32 -9.29 -11.67
H -0.52 -10.07 -10.28
H 0.43 -9.63 -11.72
C 2.40 4.33 -3.19
O 1.68 5.14 -2.30
C 0.31 4.78 -2.22
C -0.28 5.11 -0.87
O 0.12 4.23 0.17
C 1.44 4.36 0.67
C 1.66 5.58 1.55
O 1.78 6.76 0.79
C 1.48 7.92 1.53
H 2.07 4.47 -4.23
H 3.45 4.63 -3.12
H 2.31 3.27 -2.94
H 0.18 3.71 -2.41
H -0.26 5.33 -2.99
H -1.36 4.97 -0.96
H -0.09 6.15 -0.59
H 2.17 4.33 -0.14
H 1.59 3.49 1.31
H 2.58 5.42 2.13
H 0.82 5.66 2.26
H 0.47 7.86 1.97
H 1.51 8.76 0.84
H 2.20 8.09 2.33
C 0.38 0.89 3.13
O 0.64 2.02 3.94
C -0.42 2.96 3.93
C -0.55 3.66 5.26
O -1.12 2.85 6.28
C -0.26 1.93 6.93
C 0.63 2.55 7.98
O 1.72 3.25 7.40
C 2.23 4.25 8.25
H 0.31 1.16 2.07
H 1.19 0.18 3.27
H -0.56 0.42 3.43
H -1.37 2.46 3.68
H -0.23 3.72 3.15
H -1.26 4.48 5.12
H 0.41 4.08 5.57
H 0.34 1.37 6.21
H -0.93 1.24 7.44
H 1.01 1.75 8.63
H 0.03 3.23 8.61
H 1.46 4.96 8.54
H 3.01 4.77 7.69
H 2.67 3.82 9.16
C 2.81 -1.11 10.73
O 2.84 -0.16 11.76
C 3.27 1.12 11.33
C 2.66 2.22 12.16
O 1.30 2.47 11.89
C 0.34 1.57 12.42
C 0.08 1.75 13.90
O 1.12 1.20 14.68
C 1.20 1.75 15.97
H 3.82 -1.33 10.35
H 2.39 -2.03 11.14
H 2.19 -0.78 9.89
H 3.00 1.28 10.28
H 4.37 1.18 11.41
H 3.18 3.15 11.89
H 2.83 2.04 13.23
H 0.59 0.53 12.21
H -0.59 1.82 11.90
H -0.87 1.26 14.15
H -0.03 2.83 14.12
H 1.30 2.84 15.93
H 2.07 1.33 16.46
H 0.31 1.51 16.57
C 2.42 -2.32 -3.09
O 3.02 -2.09 -4.35
C 2.10 -1.58 -5.30
C 2.79 -0.69 -6.30
O 3.16 0.59 -5.80
C 4.34 0.65 -5.03
C 5.61 0.69 -5.85
O 5.95 -0.59 -6.35
C 6.76 -0.53 -7.50
H 1.65 -3.10 -3.15
H 3.21 -2.63 -2.41
H 1.95 -1.41 -2.70
H 1.29 -1.04 -4.80
H 1.63 -2.42 -5.84
H 2.06 -0.48 -7.09
H 3.65 -1.19 -6.75
H 4.39 -0.15 -4.29
H 4.28 1.61 -4.50
H 6.43 1.06 -5.21
H 5.48 1.40 -6.68
H 6.29 0.06 -8.29
H 6.89 -1.55 -7.85
H 7.75 -0.10 -7.28
*
```

Calculated values
Gap between HOMO and LUMO in eV: 5.94
HOMO level in eV: -4.17
Total energy in hartree: -3076.113963

---

C43H98F6N9O13S6 | the ωB97M-V functional and the def2-TZVPD basis

```
! wB97M-V def2-TZVPD RIJCOSX def2/J DEFGRID3
* xyz 3 1
C -3.57 -0.35 -3.31
C -3.88 -1.05 -1.99
O -5.02 -1.07 -1.45
N -2.65 -1.81 -1.36
H -2.35 -2.36 -2.15
H -1.93 -1.13 -1.19
C -2.85 -2.48 0.02
H -2.77 0.36 -3.11
H -4.50 0.16 -3.56
H -3.28 -1.02 -4.12
H -2.56 -3.49 -0.26
H -3.93 -2.48 0.16
H -2.22 -1.97 0.76
C -4.55 -0.67 2.44
C -5.17 -0.25 3.77
C -4.48 -0.97 4.96
N -4.66 -0.41 6.37
C -3.64 0.73 6.57
C -4.42 -1.50 7.51
C -5.80 -2.00 7.96
C -6.58 -0.72 7.93
C -6.11 -0.06 6.62
H -5.16 -1.46 2.00
H -3.50 -0.97 2.39
H -4.71 0.22 1.83
H -6.23 -0.51 3.73
H -5.05 0.82 3.96
H -3.42 -1.10 4.74
H -4.95 -1.94 5.15
H -3.82 1.51 5.83
H -2.65 0.28 6.47
H -3.68 0.96 7.63
H -4.05 -1.04 8.43
H -3.57 -2.11 7.19
H -5.73 -2.49 8.93
H -6.32 -2.71 7.31
H -6.15 -0.22 8.80
H -7.63 -0.78 8.22
H -6.22 1.03 6.69
H -6.63 -0.49 5.77
C 5.25 -3.96 7.41
C 4.15 -3.84 6.36
C 3.16 -2.82 6.80
N 2.00 -2.56 5.79
C 1.49 -3.92 5.30
C 0.89 -1.68 6.38
C 0.26 -1.06 5.18
C 1.27 -0.90 4.13
C 2.49 -1.61 4.74
H 5.85 -4.81 7.08
H 4.89 -4.06 8.43
H 5.93 -3.11 7.32
H 3.71 -4.83 6.25
H 4.58 -3.53 5.41
H 3.75 -1.92 6.94
H 2.67 -3.15 7.71
H 2.07 -4.60 4.67
H 0.61 -3.75 4.67
H 1.06 -4.58 6.05
H 0.30 -2.36 7.00
H 1.38 -0.99 7.06
H -0.58 -1.70 4.91
H -0.20 -0.13 5.53
H 1.08 -1.54 3.27
H 1.58 0.04 3.70
H 3.15 -2.12 4.04
H 3.00 -0.84 5.31
C -2.16 2.32 -7.18
C -2.81 2.67 -5.73
C -2.91 4.28 -5.56
N -3.68 4.68 -4.26
C -5.18 4.39 -4.46
C -3.46 6.16 -3.86
C -3.93 6.34 -2.38
C -3.62 4.92 -1.70
C -3.17 4.06 -2.95
H -1.57 3.20 -7.44
H -2.75 2.26 -8.09
H -1.56 1.44 -7.00
H -2.13 2.18 -5.03
H -3.81 2.28 -5.53
H -3.49 4.74 -6.36
H -1.96 4.79 -5.46
H -5.45 3.41 -4.87
H -5.55 5.16 -5.13
H -5.76 4.51 -3.55
H -3.86 6.86 -4.60
H -2.38 6.33 -3.82
H -5.02 6.34 -2.36
H -3.45 7.21 -1.94
H -4.48 4.44 -1.23
H -2.82 5.04 -0.97
H -3.52 3.03 -2.96
H -2.08 4.01 -3.06
C 5.54 -1.01 -4.74
C 5.07 0.01 -3.72
C 5.66 1.41 -4.08
N 5.30 2.60 -3.20
C 4.01 3.35 -3.60
C 6.45 3.73 -3.17
C 6.25 4.42 -1.80
C 5.52 3.44 -0.90
C 5.17 2.17 -1.73
H 6.55 -1.25 -4.40
H 5.62 -0.61 -5.76
H 4.91 -1.89 -4.65
H 5.43 -0.29 -2.74
H 3.99 0.15 -3.76
H 5.28 1.80 -5.03
H 6.73 1.41 -4.26
H 3.90 4.24 -2.97
H 3.12 2.73 -3.62
H 4.12 3.82 -4.57
H 6.45 4.41 -4.02
H 7.42 3.22 -3.23
H 5.76 5.38 -1.98
H 7.25 4.63 -1.41
H 4.60 3.98 -0.69
H 6.11 3.28 0.01
H 4.29 1.54 -1.59
H 6.10 1.61 -1.71
C 0.49 -6.92 -1.00
C 1.28 -5.83 -0.35
C 1.47 -4.69 -1.45
N 2.11 -3.34 -1.08
C 2.00 -2.27 -2.19
C 1.71 -2.59 0.22
C 2.86 -1.64 0.62
C 4.05 -2.10 -0.11
C 3.59 -3.48 -0.74
H 0.18 -7.74 -0.35
H 1.24 -7.20 -1.75
H -0.43 -6.46 -1.36
H 2.20 -6.23 0.07
H 0.69 -5.38 0.45
H 0.52 -4.35 -1.87
H 1.99 -5.06 -2.34
H 2.36 -2.67 -3.14
H 2.53 -1.32 -2.16
H 0.96 -1.98 -2.35
H 0.83 -2.06 -0.12
H 1.47 -3.32 0.99
H 2.48 -0.68 0.25
H 2.85 -1.50 1.70
H 4.40 -1.43 -0.89
H 4.86 -2.09 0.61
H 4.34 -3.75 -1.48
H 3.64 -4.21 0.06
N -0.64 0.06 -1.36
S -0.65 0.97 0.06
O -0.39 2.40 0.08
O -0.12 0.22 1.22
F -2.24 0.97 0.37
S 0.18 1.15 -2.16
O 1.62 1.26 -1.80
O -0.51 2.30 -2.68
F 0.13 0.29 -3.51
N 2.35 6.37 -3.98
S 3.00 7.34 -2.74
O 3.79 6.74 -1.68
O 2.22 8.56 -2.67
F 4.14 7.94 -3.67
S 1.18 6.00 -3.11
O -0.05 6.76 -3.23
O 1.47 5.35 -1.86
F 0.77 4.64 -3.95
N -2.05 -3.55 -3.43
S -1.30 -3.50 -4.78
O -2.09 -3.46 -5.99
O 0.03 -4.03 -4.89
F -0.93 -1.92 -4.61
S -2.35 -5.19 -3.68
O -1.19 -6.06 -3.64
O -3.49 -5.40 -4.54
F -2.99 -5.39 -2.24
*
```

Calculated values
Energy above the lowest of the compared OMol25 structures with the same formula, charge and spin in eV: 10.562
Gap between HOMO and LUMO in eV: 7.05
HOMO level in eV: -13.54
Total energy in hartree: -6155.181161